Arrangement P

Entry from OMol25: one molecule with the formula C3H8N2O (ωB97M-V/def2-TZVPD).

```
14
C3H8N2O, DFT ωB97M-V/def2-TZVPD
H 1.790 0.067 -2.188
N 1.462 1.062 -2.262
C 0.441 1.269 -1.467
N 0.027 0.104 -0.712
O 1.047 -0.821 -0.448
C -0.527 0.373 0.671
C -0.853 -0.973 1.469
H 0.007 2.315 -1.282
H 0.637 -1.657 -0.716
H 0.232 0.950 1.311
H -1.481 1.037 0.515
H 0.187 -1.513 1.585
H -1.165 -0.658 2.480
H -1.803 -1.552 1.046
```

HOMO: -9.157 eV
SMILES string: [H]/N=C\N(O)CC
Total charge: 0
Frontier orbital gap: 9.96 eV
E_LUMO: 0.80 eV

Arrangement Q

Entry from OMol25: one molecule with the formula C3H8N2O (ωB97M-V/def2-TZVPD).

```
14
C3H8N2O, DFT ωB97M-V/def2-TZVPD
C 2.192 1.124 -1.154
N 0.881 1.076 -0.032
C -0.264 0.269 -0.277
O -0.771 0.210 -1.375
N -0.725 -0.388 0.824
C -1.823 -1.327 0.688
H 2.942 0.521 -0.626
H 1.081 1.973 -0.607
H 1.749 0.510 -1.948
H 1.199 1.182 0.924
H -0.125 -0.478 1.630
H -1.494 -2.287 0.273
H -2.279 -1.490 1.667
H -2.564 -0.897 0.013
```

HOMO: -7.857 eV
Total charge: 0
Frontier orbital gap: 8.34 eV
E_LUMO: 0.49 eV

Least stable: arrangement Q

Arrangement P

Entry from OMol25: a 2-piece molecular cluster, C3H8N2O overall (ωB97M-V/def2-TZVPD).

```
14
C3H8N2O, DFT ωB97M-V/def2-TZVPD
C 1.803 -1.260 -1.037
N 0.512 -1.085 -0.903
C -0.187 -1.950 0.041
H 2.422 -0.579 -1.690
H 2.265 -2.263 -0.590
H -1.081 -2.306 -0.358
H 0.450 -2.800 0.401
H -0.460 -1.423 1.032
N -0.542 1.380 -0.543
C -0.545 1.854 0.746
O -1.180 1.409 1.673
H 0.398 1.039 -0.875
H -1.034 0.519 -0.689
H 0.267 2.619 1.010
```

HOMO: -9.725 eV
SMILES string: C=NC.NC=O
Total charge: 0
Frontier orbital gap: 10.38 eV
E_LUMO: 0.65 eV

Arrangement Q

Entry from OMol25: a 2-piece molecular cluster, C3H8N2O overall (ωB97M-V/def2-TZVPD).

```
14
C3H8N2O, DFT ωB97M-V/def2-TZVPD
H 2.361 0.225 0.702
N 1.645 0.022 -0.012
C 0.447 -0.320 0.309
C 0.078 -0.425 1.767
C -0.551 -0.601 -0.759
N -0.223 -0.493 -2.070
O -1.688 -0.931 -0.456
H 0.231 0.558 2.260
H 0.724 -1.182 2.261
H -0.981 -0.724 1.910
H -0.925 -0.688 -2.800
H 0.723 -0.215 -2.367
H -0.750 2.442 -0.067
H -1.092 2.333 -0.677
```

HOMO: -9.756 eV
SMILES string: [H]/N=C(\C)C(N)=O.[H][H]
Total charge: 0
Frontier orbital gap: 10.15 eV
E_LUMO: 0.39 eV

Arrangement R

Entry from OMol25: a 2-piece molecular cluster, C3H8N2O overall (ωB97M-V/def2-TZVPD).

```
14
C3H8N2O, DFT ωB97M-V/def2-TZVPD
C -0.927 1.218 -0.066
C -0.779 -1.335 -0.222
C -0.021 -0.020 0.053
N 3.076 -0.039 0.114
N 0.781 -0.122 1.257
O 2.443 0.221 -0.833
H -1.215 1.296 -1.151
H -1.805 0.916 0.591
H -0.272 2.083 0.135
H -1.491 -1.667 0.556
H -0.107 -2.128 -0.510
H -1.212 -1.064 -1.144
H 0.765 0.027 -0.734
H 0.764 0.614 1.955
```

HOMO (spin up / spin down): -9.782 / -8.506 eV
Total charge: 0
Frontier orbital gap (spin up / spin down): 10.28 / 7.72 eV
E_LUMO (spin up / spin down): 0.50 / -0.78 eV

Arrangement S

Entry from OMol25: one molecule with the formula C3H8N2O (ωB97M-V/def2-TZVPD).

```
14
C3H8N2O, DFT ωB97M-V/def2-TZVPD
N -0.824 -0.934 -1.877
C 0.123 -0.506 -0.865
C -0.407 0.706 -0.110
N -0.276 0.565 1.359
C 1.004 0.758 1.853
O 1.945 0.949 1.100
H -1.710 -1.248 -1.496
H -0.552 -1.724 -2.444
H 0.441 -1.234 -0.098
H 1.097 -0.374 -1.348
H -1.471 0.902 -0.235
H -0.013 1.663 -0.457
H -0.622 -0.332 1.698
H 1.265 0.807 2.919
```

HOMO: -9.469 eV
SMILES string: NCCNC=O
Total charge: 0
Frontier orbital gap: 10.42 eV
E_LUMO: 0.95 eV

Least stable: arrangement R

Arrangement P

Entry from OMol25: one molecule with the formula C3H8N2O (ωB97M-V/def2-TZVPD).

```
14
C3H8N2O, DFT ωB97M-V/def2-TZVPD
H 0.318 -1.942 -1.424
N 0.046 -1.911 -0.437
C -0.376 -0.735 -0.135
C -0.386 -0.227 1.275
C 0.655 0.902 1.282
N -0.436 0.359 -1.083
O 0.325 0.187 -2.241
H -0.112 -1.026 1.969
H -1.389 0.161 1.499
H 1.508 0.711 0.624
H 1.073 1.022 2.284
H 0.130 1.562 0.270
H -1.076 1.144 -0.987
H -0.281 -0.207 -2.896
```

HOMO: -9.063 eV
SMILES string: [H]/N=C(/CC)NO
Total charge: 0
Frontier orbital gap: 9.75 eV
E_LUMO: 0.68 eV

Arrangement Q

Entry from OMol25: a 2-piece molecular cluster, C3H8N2O overall (ωB97M-V/def2-TZVPD).

```
14
C3H8N2O, DFT ωB97M-V/def2-TZVPD
H 2.634 1.312 -0.018
N 2.362 0.341 -0.032
N 2.312 -0.207 -1.115
H 2.194 0.387 -1.998
C -0.311 -1.380 0.137
C -0.843 -0.207 0.555
C -1.913 0.617 -0.144
O -0.444 0.296 1.711
H -0.444 -1.866 -0.801
H 0.513 -1.912 0.712
H -2.336 0.022 -0.910
H -2.689 1.109 0.594
H -1.423 1.550 -0.596
H 0.387 -0.061 1.905
```

HOMO: -8.385 eV
SMILES string: [H]/N=N\[H].C=C(C)O
Total charge: 0
Frontier orbital gap: 9.03 eV
E_LUMO: 0.64 eV

Arrangement R

Entry from OMol25: a 2-piece molecular cluster, C3H8N2O overall (ωB97M-V/def2-TZVPD).

```
14
C3H8N2O, DFT ωB97M-V/def2-TZVPD
C 1.761 1.214 0.828
C 1.634 1.086 -0.511
N 0.767 0.062 -0.984
H 1.596 0.385 1.502
H 1.955 2.212 1.214
H 2.155 1.712 -1.217
H 0.413 -0.499 -0.219
H 1.270 -0.596 -1.579
N -1.930 -0.306 -0.239
C -1.722 -1.380 0.586
O -0.792 -2.150 0.523
H -2.835 0.111 -0.060
H -1.808 -0.398 -1.237
H -2.464 -1.453 1.394
```

HOMO: -8.269 eV
SMILES string: C=CN.NC=O
Total charge: 0
Frontier orbital gap: 9.16 eV
E_LUMO: 0.89 eV

Least stable: arrangement P